Density functional theory data (ωB97M-V with the def2-TZVPD basis set) for C3H4N2O in the gas phase.

Each line ends with the Löwdin charge.
Cartesian coordinates (Å):
O1 -0.18706 -1.79097 1.30781  0.098
C1 -0.05550 -0.65938 0.60441  -0.492
N1 -0.03539 0.53355 1.10222  0.109
C2 0.14863 1.36121 -0.00831  -0.147
C3 0.29099 0.63292 -1.13230  -0.125
N2 0.13147 -0.71950 -0.76732  0.089
H1 -0.28120 -1.51047 2.23231  0.123
H2 0.12707 2.43512 0.09061  0.094
H3 0.52040 0.86977 -2.16111  0.102
H4 -0.65130 -1.08703 -1.29208  0.149

* E_tot: -8203.100 eV
* gap between HOMO and LUMO: 9.497 eV
* structure (SMILES): Oc1ncc[nH]1


Density functional theory data (ωB97M-V with the def2-TZVPD basis set) for C3H4N2O in the gas phase.

Each line ends with the Löwdin charge.
Cartesian coordinates (Å):
C1 -0.59162 -0.35274 -0.03378  -0.503
C2 0.67479 -0.91558 -0.39308  -0.068
O1 -1.66239 -1.17977 -0.08102  0.072
N1 -0.60156 0.89107 0.32067  0.106
N2 1.65544 1.20744 -0.13287  0.176
C3 1.67096 -0.02066 -0.28334  -0.133
H1 -2.46646 -0.71953 0.19762  0.114
H2 -1.50210 1.36188 0.28779  0.058
H3 2.02714 1.70017 0.66707  0.088
H4 0.79581 -1.97229 -0.54904  0.091

* E_tot: -8200.735 eV
* gap between HOMO and LUMO: 8.951 eV
* structure (SMILES): [H]/N=C(\O)C=C=N


Density functional theory data (ωB97M-V with the def2-TZVPD basis set) for C3H4N2O in the gas phase.

Each line ends with the Löwdin charge.
Cartesian coordinates (Å):
O1 -0.90276 2.04081 -0.37522  0.042
C1 -0.27985 0.87623 -0.03852  -0.439
N1 1.01040 0.85047 0.24079  0.098
N2 1.26709 -0.45340 0.43108  -0.043
C2 0.18133 -1.24506 0.27442  -0.107
C3 -0.86883 -0.40649 -0.01294  -0.020
H1 -0.95143 2.03952 -1.33933  0.108
H2 2.20755 -0.73168 0.65652  0.148
H3 0.24572 -2.32209 0.33567  0.112
H4 -1.90923 -0.64829 -0.17248  0.102

* E_tot: -8202.744 eV
* gap between HOMO and LUMO: 10.406 eV
* structure (SMILES): Oc1cc[nH]n1


Density functional theory data (ωB97M-V with the def2-TZVPD basis set) for C3H4N2O in the gas phase.

Each line ends with the Löwdin charge.
Cartesian coordinates (Å):
N1 -1.09947 -1.37807 0.02986  0.134
C1 0.13415 -0.91018 -0.17341  -0.159
C2 1.27297 -0.50257 -0.53695  -0.049
N2 1.03911 0.43777 0.54901  0.015
C3 0.22006 1.51967 0.25756  -0.380
O1 -0.77373 1.51711 -0.45243  -0.012
H1 -1.79799 -0.66854 -0.17831  0.107
H2 -1.25232 -1.85171 0.91194  0.114
H3 2.12856 -0.61607 -1.18994  0.114
H4 0.50609 2.41303 0.84024  0.116

* E_tot: -8199.840 eV
* gap between HOMO and LUMO: 9.962 eV
* structure (SMILES): NC1=CN1C=O


Density functional theory data (ωB97M-V with the def2-TZVPD basis set) for a molecular structure, C3H4N2O.

Each line ends with the Löwdin charge.
Cartesian coordinates (Å):
N1 1.07962 0.36855 1.15086  0.068
C1 1.13699 -0.58963 0.21440  -0.415
O1 0.90601 -0.32113 -0.98326  -0.040
C2 -1.14341 0.30041 -1.11740  0.071
C3 -1.19231 0.66647 0.17706  -0.240
N2 -0.74796 0.83755 1.28081  0.167
H1 1.22532 -0.03903 2.07454  0.075
H2 1.28873 -1.64433 0.51346  0.125
H3 -1.57627 -0.63985 -1.43913  0.092
H4 -0.97671 1.06099 -1.87135  0.096

* E_tot: -8199.519 eV
* gap between HOMO and LUMO (alpha / beta): 8.839 / 8.840 eV


Density functional theory data (ωB97M-V with the def2-TZVPD basis set) for C3H4N2O in the gas phase.

Each line ends with the Löwdin charge.
Cartesian coordinates (Å):
C1 0.43102 1.05843 0.05507  0.006
C2 -1.53773 -0.42383 0.10267  -0.205
C3 1.15698 -0.37077 0.03226  -0.148
H1 0.50493 1.76310 0.91962  0.127
H2 0.92565 1.25412 -0.87155  0.095
H3 -2.42913 -0.64145 0.30830  0.049
H4 2.21057 -0.42575 -0.03160  0.088
N1 -0.80589 -1.48665 -0.04477  0.026
N2 0.61737 -1.48994 -0.16115  0.022
O1 -1.07377 0.76274 -0.30884  -0.060

* E_tot: -8199.380 eV
* gap between HOMO and LUMO: 9.792 eV
* structure (SMILES): C1=NN=COC1


Density functional theory data (ωB97M-V with the def2-TZVPD basis set) for C3H4N2O in the gas phase.

Each line ends with the Löwdin charge.
Cartesian coordinates (Å):
N1 -1.48909 0.41900 -0.40165  0.212
C1 -0.13725 -0.06251 -0.15609  -0.484
C2 0.51745 -0.94438 -0.93265  -0.111
N2 1.77527 -1.01285 -0.19791  0.022
C3 1.68963 -0.22577 0.81232  -0.253
O1 0.50531 0.44476 0.95098  0.011
H1 -2.17937 0.13192 0.30054  0.166
H2 -1.56249 1.43437 -0.52940  0.167
H3 -1.69706 -0.05534 -1.29270  0.151
H4 2.42861 -0.01724 1.57690  0.120

* E_tot: -8199.451 eV
* gap between HOMO and LUMO: 7.297 eV


Density functional theory data (ωB97M-V with the def2-TZVPD basis set) for C3H4N2O in the gas phase.

Each line ends with the Löwdin charge.
Cartesian coordinates (Å):
C1 -2.17897 0.08791 0.13926  -0.109
C2 -0.68577 -0.18176 0.47312  -0.252
C3 0.44408 -0.08301 -0.47864  -0.368
N1 -3.17956 0.51603 -0.18127  0.138
N2 1.68409 0.41265 -0.10814  0.079
O1 -0.02205 -1.33733 0.07832  0.006
H1 -0.35033 0.17255 1.39351  0.112
H2 0.14655 0.07457 -1.54694  0.167
H3 1.70114 0.27765 0.94255  0.122
H4 2.44082 0.06075 -0.71176  0.105

* E_tot: -8201.260 eV
* gap between HOMO and LUMO: 11.127 eV
* structure (SMILES): N#C[C@H]1O[C@@H]1N


Density functional theory data (ωB97M-V with the def2-TZVPD basis set) for C3H4N2O in the gas phase.

Each line ends with the Löwdin charge.
Cartesian coordinates (Å):
N1 0.73269 -0.64602 -0.46058  0.124
C1 1.47816 -0.46934 0.69366  -0.311
O1 1.10340 0.16371 1.64772  0.060
C2 -1.43168 0.87363 -0.08006  -0.083
C3 -0.53265 -0.13800 -0.52660  -0.412
N2 -1.63477 -0.24945 -1.11757  0.167
H1 1.09304 -1.20519 -1.22205  0.150
H2 2.44292 -1.00003 0.65149  0.133
H3 -1.32948 1.88463 -0.47367  0.085
H4 -1.92163 0.78605 0.88766  0.087

* E_tot: -8201.635 eV
* gap between HOMO and LUMO: 10.582 eV
* structure (SMILES): O=CNC1=NC1


Density functional theory data (ωB97M-V with the def2-TZVPD basis set) for 2 unconnected molecules or ions with the total composition C3H4N2O2.

Each line ends with the Löwdin charge.
Cartesian coordinates (Å):
C1 0.51882 -1.69621 -1.69981  0.093
C2 -2.29257 0.58822 0.21111  -0.466
C3 1.09737 0.80193 0.74710  -0.046
N1 0.47869 -1.03030 -0.74807  -0.157
N2 0.20864 -0.26035 0.12691  -0.049
O1 -2.10097 1.47745 0.93239  0.175
O2 -2.55846 -0.23221 -0.53855  0.201
H1 0.85300 -2.66905 -1.91327  0.038
H2 1.65196 1.30211 0.05915  0.020
H3 0.41569 1.53816 1.31377  0.086
H4 1.72783 0.18026 1.50928  0.106

* E_tot: -10247.972 eV
* gap between HOMO and LUMO: 9.415 eV


Density functional theory data (ωB97M-V with the def2-TZVPD basis set) for C3H4N2O2 in the gas phase.

Each line ends with the Löwdin charge.
Cartesian coordinates (Å):
C1 0.64183 0.49695 0.08885  -0.382
C2 -0.09171 0.33386 1.28481  -0.105
C3 0.06156 -0.56478 -0.71503  -0.468
H1 0.53216 1.26174 -1.64263  0.166
H2 1.83169 0.33233 0.21979  0.212
H3 -0.24516 0.96881 2.09039  0.106
H4 -1.39459 -2.01742 -0.05955  0.146
N1 -1.01768 -0.53109 1.23666  0.109
N2 -0.82938 -1.21699 0.06557  0.094
O1 0.33077 1.57168 -0.66578  0.015
O2 0.18051 -0.63508 -1.90306  0.106

* E_tot: -10248.785 eV
* gap between HOMO and LUMO: 10.351 eV
* structure (SMILES): O=C1NN=C[C@@H]1O


Density functional theory data (ωB97M-V with the def2-TZVPD basis set) for C3H4N2O2 in the gas phase.

Each line ends with the Löwdin charge.
Cartesian coordinates (Å):
C1 1.46334 0.71704 0.49047  0.118
N1 0.41322 0.11749 0.01483  -0.165
N2 -0.27156 0.63943 -1.01010  0.051
C2 -1.63033 0.44882 -0.98514  -0.393
O1 -2.32641 0.04198 -0.07176  -0.008
C3 0.21508 -1.24517 0.59287  -0.191
O2 -0.56414 -2.04680 0.20759  0.156
H1 2.19081 0.15742 1.06144  0.085
H2 1.62517 1.75104 0.23300  0.101
H3 0.93958 -1.37443 1.41434  0.133
H4 -2.05475 0.79318 -1.94753  0.113

* E_tot: -10248.006 eV
* gap between HOMO and LUMO (alpha / beta): 8.056 / 8.054 eV


Density functional theory data (ωB97M-V with the def2-TZVPD basis set) for C3H4N2O2 in the gas phase.

Each line ends with the Löwdin charge.
Cartesian coordinates (Å):
C1 -1.64041 -0.41479 0.14231  -0.044
N1 -0.34689 0.13919 0.53704  0.034
N2 0.70723 0.04303 -0.54992  0.106
C2 1.96279 -0.45667 -0.10640  -0.278
O1 2.12743 -1.08367 0.89963  0.088
C3 0.15727 1.24231 -0.08225  -0.478
O2 0.17808 2.42524 -0.17709  0.167
H1 -1.79984 -0.34401 -0.94001  0.091
H2 -1.67896 -1.45953 0.45496  0.085
H3 -2.41463 0.14756 0.67017  0.092
H4 2.74791 -0.23865 -0.84843  0.136

* E_tot: -10248.498 eV
* gap between HOMO and LUMO: 11.395 eV
* structure (SMILES): CN1C(=O)N1C=O


Density functional theory data (ωB97M-V with the def2-TZVPD basis set) for C3H4N2O2 in the gas phase.

Each line ends with the Löwdin charge.
Cartesian coordinates (Å):
C1 -1.62169 -0.38498 0.04228  0.016
N1 -0.27783 0.18680 -0.00254  -0.139
N2 0.73375 -0.43461 -0.83592  0.066
C2 1.90285 -0.44098 -0.16444  -0.443
O1 2.14966 0.02515 0.95073  -0.049
C3 0.04379 1.35669 0.32049  -0.152
O2 0.32836 2.45877 0.50351  0.289
H1 -1.96728 -0.47023 -0.98939  0.097
H2 -1.57755 -1.37358 0.50274  0.100
H3 -2.28712 0.26481 0.61597  0.100
H4 2.68640 -0.89339 -0.79773  0.115

* E_tot: -10248.195 eV
* gap between HOMO and LUMO: 9.039 eV


Density functional theory data (ωB97M-V with the def2-TZVPD basis set) for 2 unconnected molecules or ions with the total composition C3H4N2O2.

Each line ends with the Löwdin charge.
Cartesian coordinates (Å):
C1 1.22197 -0.83890 -0.05375  -0.107
C2 1.09875 0.35260 0.51974  -0.151
C3 -0.76948 -0.22122 -0.20478  -0.166
N1 -0.08992 -1.23796 -0.56493  0.115
N2 -0.19021 0.80921 0.40160  0.101
O1 -3.40607 0.41385 0.65145  -0.101
O2 -2.79160 0.20346 -0.56334  -0.164
H1 2.14906 -1.32016 -0.38162  0.108
H2 1.81144 0.86849 1.08673  0.099
H3 -0.43566 1.73370 0.79249  0.184
H4 -3.73120 -0.48714 0.66656  0.082

* E_tot: -10244.446 eV
* gap between HOMO and LUMO (alpha / beta): 9.146 / 9.370 eV


Density functional theory data (ωB97M-V with the def2-TZVPD basis set) for 2 unconnected molecules or ions with the total composition C3H4N2O2.

Each line ends with the Löwdin charge.
Cartesian coordinates (Å):
C1 1.29634 -0.36864 -0.56409  -0.108
N1 -0.08656 -0.03198 -0.21915  -0.132
N2 -0.49713 1.39611 -0.79844  0.187
C2 -0.90327 0.33430 -1.29613  -0.206
O1 -2.13888 0.25984 1.84235  0.170
C3 -1.06684 0.05167 2.25310  -0.442
O2 -0.02777 -0.15459 2.74189  0.176
H1 1.57521 -0.08337 -1.58651  0.074
H2 1.95927 0.13386 0.14502  0.079
H3 1.41482 -1.45039 -0.44106  0.081
H4 -1.52518 -0.08681 -2.07696  0.122

* E_tot: -10248.470 eV
* gap between HOMO and LUMO: 10.635 eV
* structure (SMILES): CN1C=N1.O=C=O


Density functional theory data (ωB97M-V with the def2-TZVPD basis set) for C3H4N2O2 in the gas phase.

Each line ends with the Löwdin charge.
Cartesian coordinates (Å):
N1 -1.73268 -0.42895 -0.34389  0.200
C1 -0.59450 0.02650 0.15212  -0.345
C2 -0.19602 1.37591 0.24560  -0.049
O1 1.10474 1.10416 -0.45196  -0.002
C3 1.57403 -0.12458 -0.23333  -0.576
O2 2.69583 -0.49233 -0.44394  0.122
N2 0.48313 -0.92183 0.22438  0.145
H1 -1.66741 -1.32100 -0.81568  0.128
H2 -2.31756 0.28105 -0.76422  0.128
H3 0.02270 1.75877 1.24922  0.090
H4 0.62774 -1.25772 1.18172  0.159

* E_tot: -10248.189 eV
* gap between HOMO and LUMO: 7.813 eV
* structure (SMILES): Nc1coc(=O)[nH]1


Density functional theory data (ωB97M-V with the def2-TZVPD basis set) for C3H4N2O2 in the gas phase.

Each line ends with the Löwdin charge.
Cartesian coordinates (Å):
O1 -2.67144 0.37130 -0.57556  -0.004
C1 -1.43429 0.49748 -0.07924  -0.152
N1 1.06340 0.35705 -1.43886  0.222
C2 1.48516 0.25067 -0.26337  -0.452
O2 2.45621 0.69623 0.50780  0.132
C3 0.52818 -0.76034 -0.50821  -0.227
N2 -0.85956 -0.71828 -0.18405  -0.002
H1 -3.05370 1.25564 -0.55410  0.086
H2 2.99744 1.29075 -0.03701  0.132
H3 0.87104 -1.77408 -0.69870  0.131
H4 -1.38750 -1.45538 -0.65120  0.133

* E_tot: -10247.377 eV
* gap between HOMO and LUMO: 9.619 eV


Density functional theory data (ωB97M-V with the def2-TZVPD basis set) for C3H4N2O2 in the gas phase.

Each line ends with the Löwdin charge.
Cartesian coordinates (Å):
C1 -1.73554 1.17242 -0.06141  -0.181
C2 -0.16179 -0.20981 0.63370  -0.214
C3 1.90600 -0.65407 -0.22674  -0.052
N1 -0.44013 0.95226 0.23942  0.119
N2 -2.22857 -1.04597 0.20203  0.124
O1 -2.53441 0.11915 -0.09498  -0.166
O2 0.85327 -0.95354 0.62401  -0.023
H1 -2.16761 2.11196 -0.02232  0.103
H2 2.08209 -1.43408 -1.00053  0.117
H3 2.83093 -0.37911 0.27962  0.097
H4 1.59578 0.32079 -0.57279  0.077

* E_tot: -10243.709 eV
* gap between HOMO and LUMO (alpha / beta): 8.270 / 8.219 eV


Density functional theory data (ωB97M-V with the def2-TZVPD basis set) for C3H4N2O2 in the gas phase.

Each line ends with the Löwdin charge.
Cartesian coordinates (Å):
C1 1.23455 1.07293 -0.44155  0.025
C2 -1.92227 -0.46908 0.06047  -0.167
C3 0.16361 -1.07600 0.38674  -0.372
H1 2.10185 0.46685 -0.14164  0.082
H2 1.45884 1.31753 -1.43983  0.061
H3 1.31985 1.82045 0.33524  0.085
H4 -2.93891 -0.70736 0.36785  0.134
N1 0.03387 0.08246 -0.44542  -0.092
N2 -1.28399 0.52194 -0.47603  0.102
O1 -1.23582 -1.51292 0.71132  0.049
O2 1.06843 -1.51679 1.08285  0.093

* E_tot: -10249.091 eV
* gap between HOMO and LUMO: 10.423 eV
* structure (SMILES): Cn1ncoc1=O


Number 1: largest force on an atom 1.0 eV/A. Number 2: largest force on an atom 2.7 eV/A. Number 3: largest force on an atom 0.3 eV/A. Number 4: largest force on an atom 0.5 eV/A. Number 5: largest force on an atom 0.6 eV/A. Number 6: largest force on an atom 11.3 eV/A. Number 7: largest force on an atom 0.5 eV/A. Number 8: largest force on an atom 4.5 eV/A. Number 9: largest force on an atom 0.5 eV/A. Number 10: largest force on an atom 5.0 eV/A. Number 11: largest force on an atom 4.9 eV/A. Number 12: largest force on an atom 0.9 eV/A. Number 13: largest force on an atom 0.7 eV/A. Number 14: largest force on an atom 1.1 eV/A. Number 15: largest force on an atom 4.9 eV/A. Number 16: largest force on an atom 0.8 eV/A. Number 17: largest force on an atom 1.3 eV/A. Number 18: largest force on an atom 0.7 eV/A. Number 19: largest force on an atom 4.4 eV/A. Number 20: largest force on an atom 5.4 eV/A.